145
Properties=species:S:1:pos:R:3 method="wB97M-V/def2-TZVPD" lumo_energy_ha=0.0744 homo_energy_ev=-3.54 charge=-1
Sn -0.74226 -1.34273 0.07000
C -5.20969 -0.42279 -1.37891
C -4.53258 0.93449 -1.18095
C -4.05935 1.47406 -2.51884
P -3.14778 0.74608 0.05912
C -4.24432 0.50896 1.57068
C -4.02776 1.47210 2.73301
C -4.07377 -0.93622 2.04637
C -2.48081 2.45827 0.07402
C -3.33295 3.56006 0.20293
C -2.89224 4.84838 -0.03980
C -1.58097 5.04544 -0.45578
C -0.73095 3.95964 -0.57783
C -1.13432 2.64488 -0.29433
Si 0.24296 1.26947 -0.35443
C 1.37756 1.80068 1.12669
C 1.13759 2.99271 1.82612
C 1.92536 3.39720 2.89251
C 2.95264 2.57976 3.34360
C 3.19231 1.38181 2.69348
C 2.44815 0.99659 1.57489
P 2.78065 -0.51583 0.59171
C 3.43803 -1.79951 1.77711
C 2.37050 -2.03019 2.84948
C 4.84035 -1.71364 2.40580
C 4.23982 -0.02830 -0.47870
C 5.04796 -1.25859 -0.90764
C 5.15991 1.07174 0.04019
C 1.26263 1.84020 -1.90112
C 2.38714 2.65689 -1.72057
C 3.26676 2.94619 -2.75397
C 3.05053 2.40493 -4.01276
C 1.91533 1.63856 -4.23573
C 1.00316 1.38059 -3.21197
P -0.68360 0.69211 -3.49176
C -1.38662 1.99752 -4.66021
C -0.93651 2.06591 -6.11877
C -1.22675 3.37391 -4.01676
C -0.59726 -0.86667 -4.50152
C -2.03112 -1.17351 -4.95495
C 0.39883 -1.04546 -5.64371
H -6.01113 -0.33808 -2.11821
H -5.64889 -0.80777 -0.45691
H -4.48615 -1.15827 -1.73479
H -5.26200 1.63166 -0.74753
H -3.39029 0.75121 -2.98369
H -3.52698 2.42101 -2.42277
H -4.91391 1.62720 -3.18594
H -5.27147 0.62985 1.20858
H -3.02808 1.33579 3.13900
H -4.75694 1.25880 3.52262
H -4.14058 2.51755 2.44888
H -4.22845 -1.65311 1.23736
H -4.78534 -1.16093 2.84883
H -3.05853 -1.08602 2.41809
H -4.37249 3.40264 0.46870
H -3.56930 5.68748 0.06883
H -1.22507 6.04141 -0.69315
H 0.28400 4.13617 -0.91787
H 0.31409 3.63107 1.53200
H 1.72581 4.34673 3.37811
H 3.55932 2.87042 4.19382
H 3.97948 0.73963 3.06066
H 3.42254 -2.68455 1.13052
H 2.35003 -1.20506 3.56482
H 2.58119 -2.95185 3.39840
H 1.37633 -2.11396 2.40164
H 5.17698 -0.69801 2.60261
H 5.59096 -2.17893 1.76996
H 4.85165 -2.24997 3.35938
H 3.74491 0.34849 -1.37802
H 5.82398 -1.48865 -0.17738
H 5.54404 -1.05882 -1.86045
H 4.42638 -2.14417 -1.05357
H 5.67039 0.76853 0.95773
H 4.62032 1.99509 0.25001
H 5.92875 1.29148 -0.70830
H 2.60551 3.05071 -0.73332
H 4.13413 3.56883 -2.56578
H 3.74512 2.59567 -4.82233
H 1.72784 1.25187 -5.22822
H -2.45499 1.76163 -4.66769
H 0.12842 2.28545 -6.20540
H -1.47110 2.88031 -6.61991
H -1.14836 1.15042 -6.66725
H -0.18928 3.71239 -4.07979
H -1.50526 3.36757 -2.96502
H -1.85395 4.10723 -4.53282
H -0.35022 -1.61298 -3.73793
H -2.35017 -0.50518 -5.75911
H -2.74009 -1.08243 -4.12898
H -2.09587 -2.19839 -5.32414
H 0.27416 -0.30647 -6.43504
H 0.24841 -2.03319 -6.09024
H 1.42656 -1.00952 -5.29183
C -2.46067 -1.99007 6.46065
C -2.04925 -0.86549 5.51738
C -0.58590 -0.97597 5.12177
S -0.01859 0.33603 4.01112
O -1.07850 0.44885 2.96663
C -0.20842 1.75411 5.16962
C -1.33842 2.68931 4.76596
C -1.22793 4.03053 5.48159
H -3.50878 -1.89796 6.74854
H -1.86012 -1.98401 7.37339
H -2.33095 -2.96368 5.98403
H -2.23966 0.10347 5.98641
H -2.65396 -0.89480 4.61018
H -0.40627 -1.89738 4.55980
H 0.08641 -0.97721 5.98554
H 0.74688 2.27747 5.14047
H -0.35034 1.36002 6.17813
H -2.30096 2.22739 4.99160
H -1.31647 2.82762 3.68322
H -1.23378 3.90497 6.56739
H -2.06042 4.68377 5.21676
H -0.30062 4.54047 5.21111
C 1.86815 -5.30103 1.12910
Si 0.36154 -4.48635 0.31180
C -0.84648 -4.25696 1.73801
C -0.46764 -5.71301 -0.85073
N 0.75845 -2.99152 -0.47369
C 1.65678 -2.99174 -1.52163
C 1.93718 -1.80844 -2.23464
C 2.85041 -1.76485 -3.27086
C 3.53353 -2.90347 -3.68032
C 3.27243 -4.08865 -3.00899
C 2.36728 -4.13597 -1.95953
H 1.72513 -6.38245 1.21372
H 1.99260 -4.90493 2.14003
H 2.80054 -5.12509 0.59190
H -0.53972 -3.46756 2.42677
H -1.85731 -4.02225 1.39951
H -0.88003 -5.20228 2.29276
H -0.57969 -6.69546 -0.38227
H 0.08108 -5.84141 -1.78504
H -1.46233 -5.34408 -1.11151
H 1.41927 -0.90458 -1.93809
H 3.03881 -0.81328 -3.75503
H 4.24640 -2.86581 -4.49441
H 3.77951 -5.00190 -3.30176
H 2.20003 -5.09020 -1.48110
O -2.89707 -3.79646 -3.08204
C -2.45296 -3.02866 -2.28173
N -2.02215 -2.25273 -1.49538



14
Properties=species:S:1:pos:R:3 method="wB97M-V/def2-TZVPD" lumo_energy_ha="-0.0263 / -0.0977" homo_energy_ev="-9.89 / -9.39" charge=0
C -1.29531 -0.84804 0.42417
C 1.46703 -0.29700 0.44782
C -0.71901 -1.91061 -0.46745
N -1.50642 0.35782 -0.14198
N -0.65136 -1.83645 -1.87464
O -0.57522 -2.87345 -2.50023
O -1.53158 -1.09214 1.58813
O -0.69377 -0.72500 -2.39332
Cl -0.52628 -3.44298 0.20108
H 1.21963 0.55164 -0.15372
H 2.18046 -1.01164 0.08804
H 1.13493 -0.36798 1.46211
H -1.36000 0.50520 -1.13137
H -1.94077 1.06324 0.42738



51
Properties=species:S:1:pos:R:3 method="wB97M-V/def2-TZVPD" lumo_energy_ha=-0.0066 smiles=OCCO.OCCO.OCCO.O.O.O.O.O.O.O homo_energy_ev=-8.99 charge=0
O -26.63600 19.15200 11.40200
C -26.54400 17.74900 10.99100
C -27.88300 17.17700 10.67300
O -27.63200 15.86800 10.28200
H -26.48100 19.72000 10.61100
H -26.03200 17.57000 9.98700
H -25.94600 17.21900 11.73100
H -28.25000 17.83600 9.83900
H -28.63200 17.15200 11.48900
H -28.47900 15.57600 9.94100
O -17.99600 14.92300 10.54400
C -18.60500 14.35600 11.67600
C -20.11900 14.33000 11.46700
O -20.82800 13.76100 12.56500
H -17.04800 14.74900 10.59200
H -18.13500 13.33300 11.65600
H -18.20300 14.87700 12.51300
H -20.44500 13.80000 10.54700
H -20.46000 15.36900 11.19800
H -20.59600 14.12700 13.41300
O -22.67800 13.48800 8.92100
C -23.97800 13.38000 8.43300
C -24.97500 14.31900 9.14700
O -26.30800 14.13700 8.65500
H -22.48900 12.77300 9.53700
H -24.14800 13.60800 7.39600
H -24.23200 12.36900 8.68700
H -24.77000 15.40700 9.14300
H -25.04100 14.07500 10.22700
H -26.88900 14.82500 9.04300
O -22.31100 16.37300 9.81200
H -21.92200 17.22800 9.66700
H -21.89200 15.80400 9.20000
O -23.38500 12.77600 11.93800
H -22.53400 13.09500 12.20400
H -23.04600 12.15900 11.30400
O -23.87800 15.52700 12.01400
H -24.00400 14.65400 11.73200
H -23.29500 15.90300 11.29000
O -26.52300 14.79800 12.45500
H -25.65300 15.17700 12.43300
H -27.02800 15.02700 11.67300
O -25.49000 12.48300 13.70200
H -26.03300 13.22800 13.46500
H -24.62000 12.67900 13.24100
O -21.10900 17.75900 12.14100
H -21.74800 18.35700 11.77400
H -20.40800 17.78800 11.46400
O -24.01300 14.97900 14.60900
H -23.91700 15.18000 13.68500
H -24.20300 15.79100 15.09900